{
  "formula": "C24H35N3O5S",
  "method": "ωB97M-V with the def2-TZVPD basis set",
  "smiles": "CC[C@H]1CCCCN1CCCNC(=O)CS(=O)(=O)Cc1nc(-c2cccc(OC)c2)oc1C",
  "homo_energy_ev": -7.89,
  "multiplicity": 1,
  "orbital_gap_ev": 8.4,
  "relative_energy_kj_mol": 99.90,
  "lumo_energy_ev": 0.50,
  "energy_ha": -1874.1944,
  "species": ["S", "O", "O", "O", "O", "O", "N", "N", "N", "C", "C", "C", "C", "C", "C", "C", "C", "C", "C", "C", "C", "C", "C", "C", "C", "C", "C", "C", "C", "C", "C", "C", "C", "H", "H", "H", "H", "H", "H", "H", "H", "H", "H", "H", "H", "H", "H", "H", "H", "H", "H", "H", "H", "H", "H", "H", "H", "H", "H", "H", "H", "H", "H", "H", "H", "H", "H", "H"],
  "positions_angstrom": [[2.8523, -2.8307, 2.7053], [-3.2542, 1.8413, 3.7399], [-1.3429, -3.3292, 1.2422], [4.0954, -3.2093, 3.3177], [0.6835, 0.4196, 3.1107], [2.7815, -2.9463, 1.2638], [-0.5190, -2.4924, 3.1131], [0.0988, 2.0869, -2.7944], [1.2052, -0.6913, 1.2090], [2.1320, 3.5194, -2.4512], [0.2746, -3.5295, 2.7102], [-2.5024, -1.4003, 2.1795], [1.5166, -3.8650, 3.4197], [-4.3735, 0.6313, 2.0783], [-4.4919, -0.4601, 1.2416], [0.6043, 3.4163, -2.5331], [-2.1607, 1.9932, 4.6224], [0.1833, -0.1002, 0.3739], [-3.3090, 0.7201, 2.9821], [0.7333, 1.3965, -3.9034], [-1.3562, 1.6681, -5.3008], [2.5196, -1.1034, 3.1853], [0.1474, 1.9011, -5.2341], [0.7961, 0.7138, -0.7629], [0.2363, -5.1200, 0.6423], [-2.3835, -0.3116, 3.0423], [2.7451, 2.9371, -3.7195], [-0.3091, 1.2963, -1.6650], [1.3535, -0.3925, 2.5056], [2.2707, 1.4979, -3.8932], [-3.5564, -1.4800, 1.2747], [-0.2310, -4.0406, 1.5442], [-1.4635, -2.4039, 2.2210], [-0.4514, -0.8917, -0.0389], [-0.4394, -5.2049, -0.2041], [0.3502, 2.9651, -5.3491], [2.6625, 1.0802, -4.8225], [-2.2598, 2.9938, 5.0400], [1.7860, -1.4226, 0.8122], [1.4523, 0.0686, -1.3502], [1.8310, -4.8935, 3.2672], [-5.3182, -0.5123, 0.5486], [-0.9137, 0.4663, -2.0466], [-3.6370, -2.3280, 0.6129], [3.8358, 2.9630, -3.6615], [0.6391, 1.3759, -6.0555], [-0.9648, 1.9183, -1.0468], [1.3935, 1.5206, -0.3375], [2.6658, 0.9006, -3.0685], [-1.5800, 0.6040, -5.2650], [0.2729, -6.0735, 1.1675], [1.4677, -3.6194, 4.4752], [2.4439, 3.5365, -4.5805], [0.4642, 0.3371, -3.8184], [0.1524, 3.7775, -1.6071], [-2.2019, 1.2562, 5.4300], [2.5038, 2.9703, -1.5845], [-1.8407, 2.1495, -4.4558], [3.4490, -0.5837, 2.9528], [-5.0892, 1.4376, 2.0480], [2.4158, 4.5670, -2.3341], [-1.5396, -0.2907, 3.7093], [0.2627, 4.0708, -3.3446], [-1.7668, 2.0750, -6.2219], [1.2383, -4.8839, 0.2854], [-0.4301, 0.5377, 1.0143], [-1.2050, 1.9011, 4.0999], [2.3742, -1.1011, 4.2622]],
  "atomic_forces_ev_per_a": [[0.451, -0.221, 0.213], [-0.256, -0.033, -0.199], [-0.259, 0.102, -0.182], [-0.004, 0.063, 0.389], [0.043, 0.302, 0.331], [-0.157, -0.027, -0.087], [-0.691, 0.327, 0.052], [0.011, -0.014, 0.036], [-0.037, -0.069, -0.323], [-0.157, 0.069, -0.200], [-0.835, -0.541, -0.967], [-0.645, 0.282, -0.330], [0.419, 0.775, -0.453], [0.097, 0.096, 0.129], [-0.031, 0.114, 0.034], [0.140, 0.095, 0.072], [0.208, 0.040, 0.136], [0.023, 0.285, -0.123], [-0.080, -0.212, -0.174], [0.123, -0.012, -0.338], [0.216, 0.123, -0.090], [-0.232, -0.697, 0.020], [-0.159, -0.265, 0.237], [-0.449, 0.019, -0.014], [-0.108, 0.160, -0.010], [0.000, 0.063, 0.082], [0.063, -0.131, 0.204], [0.210, -0.160, 0.218], [0.111, -0.131, -0.289], [-0.138, 0.040, -0.040], [0.263, -0.148, 0.112], [0.793, -0.084, 0.890], [0.915, -0.166, 0.753], [-0.035, 0.040, 0.053], [0.008, -0.088, -0.077], [0.103, 0.081, -0.069], [0.025, -0.081, -0.003], [0.037, -0.082, 0.007], [-0.068, 0.132, 0.110], [0.103, 0.016, -0.044], [0.242, -0.020, -0.013], [-0.073, 0.006, -0.051], [-0.071, 0.007, 0.068], [-0.015, -0.071, -0.076], [-0.020, 0.044, -0.083], [0.090, 0.063, -0.050], [-0.064, -0.071, 0.017], [0.094, 0.001, 0.009], [0.038, -0.051, 0.007], [-0.079, -0.140, -0.001], [-0.023, -0.077, -0.035], [-0.005, -0.071, 0.144], [0.037, 0.077, -0.064], [-0.017, 0.027, 0.010], [-0.066, 0.038, -0.048], [0.013, 0.006, -0.023], [0.024, 0.006, 0.070], [-0.102, 0.031, 0.057], [0.104, -0.099, -0.035], [-0.085, 0.099, -0.003], [0.021, 0.031, 0.063], [0.098, 0.089, 0.087], [0.027, 0.137, 0.075], [-0.119, 0.000, -0.075], [0.010, -0.043, -0.084], [-0.023, -0.107, -0.085], [-0.034, -0.006, 0.011], [-0.024, 0.033, 0.042]],
  "lowdin_charge": [0.698, -0.076, 0.129, -0.315, 0.049, -0.325, 0.205, -0.156, 0.081, -0.178, -0.293, -0.150, -0.129, 0.001, -0.073, -0.175, -0.070, -0.167, -0.264, -0.330, -0.101, -0.103, -0.211, -0.148, 0.012, 0.037, -0.198, -0.189, -0.539, -0.149, -0.031, -0.239, -0.284, 0.126, 0.090, 0.099, 0.111, 0.093, 0.103, 0.108, 0.117, 0.105, 0.123, 0.112, 0.109, 0.111, 0.125, 0.110, 0.102, 0.071, 0.090, 0.114, 0.107, 0.144, 0.121, 0.100, 0.098, 0.068, 0.120, 0.117, 0.109, 0.096, 0.117, 0.067, 0.081, 0.124, 0.082, 0.115]
}



{
  "formula": "C24H35N3P",
  "method": "ωB97M-V with the def2-TZVPD basis set",
  "homo_energy_ev": -9.30,
  "multiplicity": 1,
  "orbital_gap_ev": 4.7,
  "relative_energy_kj_mol": 0.00,
  "total_charge": 1,
  "lumo_energy_ev": -4.57,
  "energy_ha": -1440.9323,
  "species": ["P", "N", "N", "N", "C", "C", "C", "C", "C", "C", "C", "C", "C", "C", "C", "C", "C", "C", "C", "C", "C", "C", "C", "C", "C", "C", "C", "C", "H", "H", "H", "H", "H", "H", "H", "H", "H", "H", "H", "H", "H", "H", "H", "H", "H", "H", "H", "H", "H", "H", "H", "H", "H", "H", "H", "H", "H", "H", "H", "H", "H", "H", "H"],
  "positions_angstrom": [[-0.0407, 2.9565, -2.5179], [-1.2301, 1.8150, -2.4292], [1.1510, 1.8171, -2.4644], [0.0387, -3.1591, 2.4135], [0.0255, -0.3625, 2.4224], [-3.5504, 1.3239, -2.9386], [-1.1970, -2.5189, 2.5209], [2.6921, 1.1958, -0.6780], [-2.7255, 1.1775, -0.6100], [-2.5882, 1.9500, -1.9292], [-2.4274, -3.1944, 2.4150], [2.4795, -3.1948, 2.4503], [3.6976, -1.1062, 2.6751], [-0.7967, 0.4679, -2.7586], [0.7135, 0.4682, -2.7761], [2.8618, 3.4222, -1.7562], [3.4576, 1.3186, -3.0280], [0.1056, -4.5995, 2.2863], [1.2888, -1.1075, 2.6697], [-3.6261, -2.5019, 2.5329], [-1.2267, -1.1207, 2.6797], [1.2575, -2.5035, 2.5359], [-3.6354, -1.1121, 2.7438], [2.4977, -0.4096, 2.7451], [2.5233, 1.9563, -2.0005], [-2.4290, -0.4223, 2.8018], [-2.9196, 3.4136, -1.6616], [3.6825, -2.5020, 2.5088], [-2.0642, 1.6039, 0.1546], [3.9294, 3.4882, -1.5133], [-2.4817, 0.1153, -0.7192], [-2.4093, 0.6660, 2.9575], [2.6713, 4.0486, -2.6350], [1.0741, -0.2713, -2.0457], [3.7389, 1.2741, -0.3512], [0.6927, -5.0298, 3.1045], [3.3854, 0.2209, -3.0264], [2.0501, 1.6288, 0.0991], [-4.5767, -0.5783, 2.8528], [-4.5669, -3.0433, 2.4376], [0.0261, 0.6243, 2.9030], [0.0212, -0.2010, 1.3606], [-4.5786, 1.5911, -2.6592], [-3.7637, 1.2506, -0.2551], [2.4759, 0.6798, 2.8562], [2.4476, 0.1323, -0.7722], [-3.4786, 0.2264, -2.9519], [-2.7517, 4.0483, -2.5390], [-0.8855, -5.0361, 2.3106], [2.4923, -4.2755, 2.3051], [-2.3376, 3.7908, -0.8146], [3.2435, 1.6836, -4.0413], [-3.9809, 3.4776, -1.3890], [4.6223, -3.0457, 2.4133], [1.1079, 0.1665, -3.7570], [4.4933, 1.5870, -2.7788], [-2.4837, -4.2602, 2.1876], [0.5752, -4.8656, 1.3258], [2.3040, 3.8074, -0.8969], [-3.3621, 1.7003, -3.9528], [4.6430, -0.5681, 2.7352], [-1.1397, -0.2766, -2.0249], [-1.2135, 0.1718, -3.7327]],
  "atomic_forces_ev_per_a": [[-0.011, -1.652, 1.121], [0.859, 0.602, -0.247], [-0.772, 0.617, -0.215], [-0.183, -0.662, -0.128], [0.095, 0.402, 0.579], [-0.391, 0.122, -0.303], [-0.453, 0.475, 0.046], [-0.131, 0.042, 0.323], [0.159, 0.029, 0.332], [-1.167, 0.023, 0.107], [-0.027, -0.099, -0.040], [-0.047, -0.141, 0.005], [0.266, -0.332, -0.043], [-0.320, -0.973, -0.283], [0.276, -0.970, -0.258], [0.166, -0.028, -0.090], [0.401, 0.110, -0.316], [0.089, -0.179, -0.269], [0.447, 0.082, -0.126], [0.070, 0.697, -0.007], [-0.401, -0.029, -0.048], [0.524, 0.566, 0.004], [-0.155, -0.360, 0.021], [-0.246, -0.596, 0.156], [1.105, 0.018, 0.071], [-0.016, -0.494, 0.175], [-0.173, -0.021, -0.082], [-0.015, 0.626, 0.071], [-0.140, -0.091, -0.059], [-0.293, 0.090, -0.058], [-0.207, 0.225, 0.111], [0.012, -0.515, -0.142], [0.053, -0.061, 0.089], [0.115, 0.495, -0.223], [-0.333, -0.036, -0.087], [-0.114, -0.011, -0.111], [0.008, 0.352, 0.006], [0.135, -0.089, -0.064], [0.148, -0.141, -0.020], [0.245, 0.127, 0.063], [-0.027, -0.200, -0.014], [-0.011, 0.559, -0.958], [0.259, -0.166, -0.123], [0.337, -0.027, -0.108], [0.040, -0.386, -0.062], [0.205, 0.226, 0.105], [-0.011, 0.348, 0.014], [-0.058, -0.060, 0.086], [0.200, -0.008, 0.042], [0.094, 0.427, 0.085], [-0.006, 0.066, -0.109], [0.094, -0.043, 0.191], [0.314, 0.091, -0.071], [-0.261, 0.123, 0.082], [-0.103, 0.149, 0.261], [-0.265, -0.162, -0.114], [0.015, 0.440, 0.218], [-0.104, -0.083, 0.286], [-0.004, 0.071, -0.109], [-0.091, -0.045, 0.191], [-0.187, -0.187, -0.010], [-0.121, 0.496, -0.220], [0.113, 0.151, 0.276]],
  "lowdin_charge": [1.262, -0.274, -0.275, -0.057, -0.107, -0.034, -0.141, -0.033, -0.033, -0.648, -0.022, -0.025, -0.097, -0.166, -0.167, -0.072, -0.034, -0.039, -0.158, -0.083, -0.161, -0.159, -0.098, -0.056, -0.647, -0.058, -0.072, -0.080, 0.090, 0.101, 0.078, 0.118, 0.083, 0.124, 0.108, 0.102, 0.092, 0.090, 0.099, 0.106, 0.130, 0.107, 0.099, 0.108, 0.115, 0.078, 0.092, 0.082, 0.066, 0.098, 0.082, 0.099, 0.102, 0.107, 0.136, 0.100, 0.097, 0.105, 0.082, 0.099, 0.100, 0.124, 0.136]
}



{
  "formula": "C24H35N4",
  "method": "ωB97M-V with the def2-TZVPD basis set",
  "homo_energy_ev": -9.59,
  "multiplicity": 1,
  "orbital_gap_ev": 4.2,
  "relative_energy_kj_mol": 157.56,
  "total_charge": 1,
  "lumo_energy_ev": -5.36,
  "energy_ha": -1154.2008,
  "species": ["N", "N", "N", "N", "C", "C", "C", "C", "C", "C", "C", "C", "C", "C", "C", "C", "C", "C", "C", "C", "C", "C", "C", "C", "C", "C", "C", "C", "H", "H", "H", "H", "H", "H", "H", "H", "H", "H", "H", "H", "H", "H", "H", "H", "H", "H", "H", "H", "H", "H", "H", "H", "H", "H", "H", "H", "H", "H", "H", "H", "H", "H", "H"],
  "positions_angstrom": [[3.6402, 2.0050, 0.8555], [-1.5775, -2.8619, 4.1233], [-2.3183, -0.1904, -5.9623], [1.8036, 2.6277, 2.1605], [-1.8386, -1.1076, -2.4258], [2.3445, 2.4569, 0.9100], [-1.1504, -2.3077, 2.9019], [4.5631, 2.2255, 1.9377], [4.2699, 1.7235, -0.4045], [-2.4090, -0.9495, -3.6683], [-1.6930, -4.3163, 4.2137], [3.8801, 2.0461, 3.2692], [-2.0075, -2.3913, 1.7916], [-2.6586, -2.1934, 4.8440], [2.6256, 2.8802, 3.3147], [0.4260, 3.0008, 2.3208], [-0.3642, -1.2461, 0.3723], [0.1532, 0.0499, -3.1840], [-0.5419, -0.6024, -2.1121], [-0.4068, 0.2050, -4.4353], [1.5988, 2.6778, -0.2431], [0.4870, -1.1695, 1.5242], [-2.4971, -1.4129, -6.7430], [0.0991, -0.6874, -0.8480], [-3.4620, 0.7075, -6.1042], [0.1142, -1.6791, 2.7503], [-1.7080, -0.2991, -4.6981], [-1.6222, -1.8875, 0.5703], [4.7092, 2.6174, -0.8778], [5.3774, 1.5052, 1.8250], [0.1259, 0.7089, -5.2443], [0.7712, -1.6179, 3.6207], [1.4596, -0.6927, 1.4028], [-1.3715, -4.6337, 5.2111], [1.1551, 0.4296, -2.9797], [-3.4100, 1.1911, -7.0853], [-3.4128, -1.3363, -3.8667], [3.6278, 0.9897, 3.4165], [-1.7817, -2.1756, -6.4179], [-3.5217, -1.8033, -6.6411], [5.0780, 1.0013, -0.2244], [-2.3270, -1.1844, -7.8003], [3.5532, 1.2750, -1.0983], [0.0948, 2.6598, 3.3116], [-2.3333, -2.0026, -0.2302], [-2.4556, -2.2549, 5.9183], [1.1058, -0.2703, -0.8149], [-3.6258, -2.6845, 4.6540], [2.8932, 3.9498, 3.3690], [-4.4119, 0.1530, -6.0511], [-2.7357, -4.6415, 4.0740], [-2.7183, -1.1413, 4.5461], [2.0344, 2.6333, 4.2005], [0.2655, 4.0904, 2.2649], [4.5544, 2.3566, 4.0696], [-2.4339, -1.6356, -1.7002], [2.0755, 2.5751, -1.2111], [-0.1911, 2.5125, 1.5616], [-2.9857, -2.8672, 1.9068], [-3.4415, 1.4730, -5.3215], [0.5919, 3.0682, -0.1541], [4.9916, 3.2408, 1.8745], [-1.0575, -4.7928, 3.4598]],
  "atomic_forces_ev_per_a": [[0.006, -0.529, 0.025], [0.535, 0.059, 0.703], [0.444, 0.417, -0.625], [-0.185, -0.487, 0.158], [-0.161, 0.065, -0.026], [-0.923, 0.484, -1.515], [-0.058, 0.103, -0.451], [0.224, 0.271, 0.189], [0.181, -0.049, -0.323], [0.289, 0.019, 0.213], [0.153, 0.104, -0.195], [0.145, -0.197, 0.297], [0.254, 0.119, -0.206], [0.147, 0.142, -0.156], [0.234, 0.274, 0.168], [-0.379, 0.131, 0.030], [-0.086, -0.248, 0.775], [0.020, -0.134, 0.529], [-0.175, 0.098, -0.752], [-0.614, -0.178, -0.366], [0.558, -0.358, 0.969], [0.016, 0.140, -0.580], [0.190, -0.009, 0.192], [-0.321, -0.268, -0.081], [0.159, 0.060, 0.195], [-0.624, -0.374, 0.339], [-0.018, -0.170, 0.414], [-0.161, 0.024, 0.049], [-0.143, -0.141, 0.030], [0.009, 0.144, 0.067], [-0.152, -0.183, 0.290], [-0.207, -0.017, -0.319], [-0.169, -0.018, 0.093], [-0.034, -0.058, -0.173], [-0.246, -0.009, -0.088], [-0.077, 0.013, 0.172], [0.391, 0.116, 0.066], [0.037, 0.102, -0.005], [-0.132, 0.121, -0.171], [0.156, -0.079, 0.048], [-0.186, 0.194, -0.130], [-0.011, -0.133, 0.126], [0.199, 0.027, 0.103], [0.021, 0.118, -0.263], [0.200, 0.007, 0.357], [-0.106, 0.092, -0.126], [-0.153, 0.076, 0.061], [0.049, 0.175, -0.042], [-0.062, -0.104, 0.103], [0.059, 0.128, 0.117], [0.145, -0.043, -0.102], [-0.008, -0.183, 0.157], [0.106, 0.107, -0.022], [-0.001, -0.188, -0.070], [-0.029, -0.100, 0.005], [0.152, 0.188, -0.327], [-0.320, 0.174, 0.189], [0.050, 0.075, 0.209], [0.378, 0.157, -0.051], [-0.036, -0.079, -0.225], [0.307, -0.064, -0.291], [0.065, -0.141, 0.021], [-0.103, 0.020, 0.223]],
  "lowdin_charge": [-0.143, -0.236, -0.236, -0.142, 0.017, -0.347, -0.217, -0.179, -0.070, 0.020, -0.066, -0.158, 0.019, -0.067, -0.179, -0.071, -0.168, 0.017, -0.169, 0.036, 0.023, 0.017, -0.066, 0.124, -0.067, 0.034, -0.215, 0.017, 0.106, 0.122, 0.130, 0.128, 0.121, 0.092, 0.120, 0.092, 0.137, 0.119, 0.095, 0.084, 0.092, 0.092, 0.065, 0.090, 0.084, 0.091, 0.115, 0.084, 0.136, 0.084, 0.084, 0.094, 0.121, 0.104, 0.122, 0.084, 0.021, 0.073, 0.137, 0.095, 0.026, 0.136, 0.095]
}